C35H46BN9OReS3 as an isolated structure. Source: OMol25; level of theory: ωB97M-V/def2-TZVPD.

Computed properties:
* 2S+1: 2
* net charge: +2
* E_HOMO (alpha / beta): -13.1 / -13.0 eV
* expectation value of S²: 0.77

Element x y z (Å)
Re (0.13329, 0.07553, 0.31528)
C (1.92121, 3.96555, 1.10112)
C (1.65247, 2.55937, 0.70848)
N (0.53649, 1.96452, 0.98628)
N (-0.33148, 2.52753, 1.90740)
C (-0.86399, 1.52347, 2.54938)
O (-0.57952, 0.26824, 2.22171)
C (-1.81053, 1.77003, 3.64690)
C (-2.14249, 3.08083, 3.99183)
C (-3.04859, 3.31548, 5.00973)
C (-3.62324, 2.24745, 5.68882)
C (-3.29369, 0.94338, 5.34897)
C (-2.38902, 0.70377, 4.32687)
C (2.67487, 1.61805, 0.21719)
C (3.97426, 1.97402, -0.07757)
C (4.91848, 0.97218, -0.27236)
C (4.53097, -0.34874, -0.16825)
C (3.19653, -0.63752, 0.07213)
N (2.28434, 0.31663, 0.25982)
H (1.60402, 4.10817, 2.13446)
H (1.31454, 4.63925, 0.49311)
H (2.96577, 4.23924, 0.99736)
H (-1.68757, 3.90521, 3.46105)
H (-3.30592, 4.33035, 5.27880)
H (-4.32886, 2.43489, 6.48692)
H (-3.74031, 0.11555, 5.88229)
H (-2.12508, -0.30473, 4.05215)
H (4.25726, 3.01426, -0.12770)
H (5.94725, 1.22993, -0.48353)
H (5.23922, -1.15646, -0.28027)
H (2.84652, -1.65925, 0.12220)
C (-4.64139, 2.64369, -0.55203)
C (-3.68486, 2.67569, -1.73880)
C (-2.36404, 3.36597, -1.40022)
C (-4.35026, 3.40745, -2.89925)
N (-3.39499, 1.25802, -2.17925)
C (-3.72339, 0.73031, -3.41265)
C (-3.31308, -0.55561, -3.42329)
N (-2.73095, -0.82326, -2.20190)
B (-2.10745, -2.22038, -1.93648)
N (-0.70134, -2.26760, -2.61618)
C (-0.35417, -3.37292, -3.36411)
C (0.78723, -3.09310, -4.02074)
N (1.15720, -1.80700, -3.67376)
C (0.23835, -1.32730, -2.80822)
S (0.30079, 0.27630, -2.09022)
C (2.29838, -1.06048, -4.33243)
C (3.00824, -2.01175, -5.29138)
C (1.72139, 0.10647, -5.12670)
C (3.29372, -0.61296, -3.26780)
N (-2.17719, -2.72908, -0.45387)
C (-3.34356, -3.29734, 0.00362)
C (-3.11693, -3.77867, 1.24650)
N (-1.79898, -3.51397, 1.55322)
C (-1.26542, -2.84706, 0.52384)
S (0.36236, -2.24296, 0.30280)
C (-1.07130, -4.01698, 2.77895)
C (-0.47606, -2.83084, 3.52367)
C (-2.07358, -4.73292, 3.67621)
C (-0.00562, -5.00644, 2.31875)
C (-2.78664, 0.29324, -1.47135)
S (-2.22673, 0.42252, 0.16496)
H (-4.87325, 3.66956, -0.26692)
H (-4.20967, 2.14784, 0.31463)
H (-5.57459, 2.14781, -0.81987)
H (-2.55511, 4.43238, -1.28364)
H (-1.64565, 3.23838, -2.21185)
H (-1.92895, 2.99972, -0.47052)
H (-4.55232, 4.42527, -2.57046)
H (-5.30436, 2.96080, -3.17834)
H (-3.70508, 3.46742, -3.77616)
H (-4.22366, 1.29783, -4.17216)
H (-3.39301, -1.30485, -4.18917)
H (-2.78487, -2.99738, -2.55168)
H (-0.96595, -4.25538, -3.38103)
H (1.35335, -3.69512, -4.70292)
H (2.36635, -2.32264, -6.11527)
H (3.40275, -2.89271, -4.78512)
H (3.85070, -1.47493, -5.72351)
H (1.03447, -0.25303, -5.89310)
H (2.53603, 0.63295, -5.62311)
H (1.20025, 0.81817, -4.49055)
H (3.59812, -1.46615, -2.65945)
H (2.89228, 0.16556, -2.62350)
H (4.18197, -0.22407, -3.76542)
H (-4.22730, -3.34226, -0.60591)
H (-3.77441, -4.30625, 1.90928)
H (-1.25061, -2.10645, 3.76387)
H (0.30449, -2.32653, 2.95581)
H (-0.04277, -3.19283, 4.45527)
H (-2.87291, -4.07137, 4.01166)
H (-1.53564, -5.07172, 4.55992)
H (-2.50463, -5.61327, 3.20012)
H (0.74296, -4.53762, 1.68257)
H (-0.45764, -5.83924, 1.77976)
H (0.50475, -5.40586, 3.19454)

C35H46CrN6O3P2 as an isolated structure at a distorted geometry. Source: OMol25; level of theory: ωB97M-V/def2-TZVPD.

Computed properties:
* energy above the lowest of the compared OMol25 structures with the same formula, charge and spin: 383.25 kJ/mol
* 2S+1: 5
* E_HOMO (alpha / beta): -8.3 / -8.3 eV
* expectation value of S²: 6.17

Element x y z (Å)
Cr (-0.16700, -1.56661, -3.29290)
C (-1.22414, 4.16527, -1.36981)
C (-1.76201, 3.39359, -2.32704)
C (-0.89427, 2.60702, -3.29501)
C (0.58476, 2.41626, -2.87336)
C (1.47974, 3.30580, -3.68077)
C (1.11196, 4.57282, -3.94692)
C (0.23183, 5.38467, -3.05320)
C (0.07802, 4.87257, -1.58172)
C (-0.03220, -3.18291, -1.97031)
H (-1.67585, 4.21645, -0.36600)
H (-2.84167, 3.22253, -2.42952)
H (-0.94839, 3.11480, -4.26747)
H (-1.34302, 1.62595, -3.54048)
H (0.70796, 2.55681, -1.78710)
H (0.86775, 1.37060, -3.03600)
H (2.40789, 2.85670, -4.06082)
H (1.46639, 5.05881, -4.86433)
H (-0.74751, 5.43152, -3.53834)
H (0.59875, 6.42128, -3.02178)
H (0.96084, 4.26081, -1.32298)
H (0.05474, 5.77082, -0.95720)
H (-0.80776, -2.95811, -1.18954)
H (0.99860, -3.05788, -1.56436)
H (-0.11240, -4.21806, -2.30171)
P (1.58071, -1.41594, -5.00475)
P (-2.17953, -0.73900, -5.18912)
N (2.93432, -0.24366, -5.65609)
N (1.94713, -2.55215, -6.34101)
N (-2.18620, 0.91838, -6.04579)
N (-3.63949, -1.19621, -6.38462)
C (0.29451, -0.51484, -5.92014)
C (-0.87758, -1.45379, -6.21879)
C (4.20298, -0.22205, -5.09363)
C (4.99174, 0.68924, -5.80453)
C (4.20943, 1.20534, -6.87850)
C (2.97365, 0.57075, -6.78713)
C (2.44765, -3.83563, -6.14912)
C (2.69437, -4.40373, -7.39343)
C (2.35906, -3.43444, -8.38680)
C (1.90674, -2.30525, -7.71791)
C (-2.86424, 2.03907, -5.57309)
C (-2.68352, 3.09311, -6.46144)
C (-1.95336, 2.59854, -7.57913)
C (-1.64247, 1.27215, -7.29477)
C (-4.17343, -0.53687, -7.49557)
C (-5.10917, -1.34942, -8.14155)
C (-5.18296, -2.55931, -7.38667)
C (-4.27410, -2.43548, -6.33476)
H (0.64411, -0.06093, -6.85041)
H (0.02533, 0.32704, -5.24023)
H (-1.11967, -1.52921, -7.29069)
H (-0.71888, -2.48705, -5.84078)
H (4.42966, -0.83897, -4.23538)
H (6.00587, 0.96259, -5.57494)
H (4.47463, 1.94632, -7.62690)
H (2.15260, 0.66060, -7.47868)
H (2.55447, -4.22432, -5.14396)
H (3.03788, -5.40934, -7.56999)
H (2.39727, -3.54694, -9.45802)
H (1.52515, -1.37539, -8.11638)
H (-3.40371, 1.99250, -4.63648)
H (-3.06180, 4.09742, -6.35932)
H (-1.68770, 3.13981, -8.48274)
H (-1.07439, 0.56136, -7.87754)
H (-3.89845, 0.48154, -7.72613)
H (-5.66673, -1.06976, -9.02911)
H (-5.82612, -3.41271, -7.57700)
H (-4.04823, -3.11752, -5.53260)
C (-0.76604, -0.39327, 3.95762)
C (-0.92566, -1.06937, 2.57808)
C (-0.65737, -0.16248, 1.31468)
C (-1.51155, 1.13143, 1.40364)
C (-2.95563, 0.86624, 1.81710)
C (0.81855, 0.22836, 1.31834)
O (1.35579, 0.94280, 2.15371)
N (1.57303, -0.32934, 0.30026)
C (1.11812, -0.56502, -0.99523)
O (1.93426, -0.77545, -1.92104)
N (-0.22912, -0.62844, -1.17738)
C (-0.99832, -0.84473, -0.04344)
O (-1.96890, -1.60616, -0.09332)
H (0.03278, 0.36349, 3.93236)
H (-0.46442, -1.16133, 4.69144)
H (-1.69955, 0.07528, 4.31998)
H (-0.24464, -1.93429, 2.54185)
H (-1.94616, -1.46844, 2.49806)
H (-1.02993, 1.81965, 2.11865)
H (-1.46683, 1.60683, 0.40591)
H (-3.03016, 0.73062, 2.90596)
H (-3.57072, 1.72599, 1.52444)
H (-3.34025, -0.03916, 1.32352)
H (2.57786, -0.24958, 0.39216)